ORCA calculation (ωB97M-V with the def2-TZVPD basis set) on a 5-piece molecular cluster, C37H71BN3O13 overall in a non-equilibrium geometry.

Calculated values
LUMO energy, eV: 2.1582
Energy above the lowest of the compared OMol25 structures with the same formula, charge and spin, kJ/mol: 286.9
HOMO energy, Eh: -0.178
Orbital gap, eV: 6.999

```
! wB97M-V def2-TZVPD RIJCOSX def2/J DEFGRID3
* xyz -1 1
C 6.220 -2.465 -3.540
C 5.987 -0.894 -3.480
C 4.719 -0.414 -4.290
C 3.477 -0.025 -3.402
C 2.960 -1.157 -2.443
O 3.190 -2.532 -2.787
C 2.625 -2.905 -4.034
C 1.666 -4.157 -3.949
N 0.884 -4.219 -2.709
C -0.352 -4.989 -2.846
C -1.502 -4.055 -3.370
C -2.177 -3.244 -2.199
O -2.560 -4.776 -4.027
O 3.471 -0.765 -1.153
B 2.759 -1.591 -0.185
O 3.479 -2.742 0.417
C 4.885 -2.600 0.348
C 5.462 -1.418 1.226
C 2.113 -0.821 1.153
C 2.441 0.556 1.535
C 1.897 1.283 2.679
C 0.918 0.466 3.442
C 0.663 -0.868 2.939
N 1.199 -1.531 1.892
O 1.517 -2.020 -0.879
C 1.391 -1.149 -2.013
C 0.893 0.330 -1.702
C -0.495 0.347 -0.950
C -1.261 1.729 -1.127
N -2.693 1.469 -0.805
H 5.933 -2.899 -4.532
H 7.317 -2.685 -3.395
H 5.684 -3.014 -2.731
H 6.039 -0.498 -2.436
H 6.884 -0.460 -4.015
H 4.467 -1.231 -5.015
H 5.007 0.485 -4.890
H 3.729 0.899 -2.816
H 2.648 0.269 -4.099
H 3.428 -3.169 -4.781
H 2.022 -2.084 -4.520
H 2.216 -5.125 -4.169
H 0.921 -4.055 -4.792
H 1.504 -4.593 -1.992
H -0.655 -5.341 -1.819
H -0.218 -5.911 -3.484
H -1.078 -3.300 -4.089
H -2.989 -2.638 -2.691
H -1.438 -2.594 -1.668
H -2.655 -3.946 -1.471
H -2.284 -5.681 -4.243
H 5.325 -3.547 0.789
H 5.289 -2.561 -0.705
H 6.523 -1.586 1.553
H 5.401 -0.444 0.675
H 4.806 -1.319 2.132
H 3.174 1.102 0.888
H 2.160 2.326 2.945
H 0.387 0.874 4.332
H -0.110 -1.445 3.518
H 0.638 -1.482 -2.772
H 1.633 0.919 -1.107
H 0.758 0.887 -2.678
H -0.395 0.152 0.146
H -1.147 -0.427 -1.442
H -0.856 2.531 -0.464
H -1.124 2.011 -2.208
H -3.172 1.144 -1.648
H -3.160 2.318 -0.480
O 3.543 5.285 4.770
C 3.418 4.579 5.738
O 2.550 3.556 5.711
C 2.453 2.547 6.724
C 1.567 3.002 7.866
C 4.164 4.877 7.013
H 3.444 2.234 7.059
H 2.002 1.679 6.242
H 1.976 3.881 8.368
H 1.452 2.206 8.603
H 0.580 3.282 7.493
H 3.616 5.634 7.575
H 5.149 5.264 6.754
H 4.331 4.004 7.642
O 0.573 7.809 7.051
C 0.319 7.757 5.875
O -0.850 8.248 5.420
C -1.169 8.405 4.033
C -1.713 7.118 3.446
C 1.254 7.077 4.909
H -0.313 8.791 3.477
H -1.940 9.176 3.986
H -0.976 6.314 3.486
H -2.007 7.264 2.405
H -2.582 6.779 4.014
H 1.067 6.004 4.929
H 2.276 7.268 5.227
H 1.178 7.442 3.887
O -5.091 -1.734 -0.574
C -5.181 -2.419 0.408
O -5.997 -3.494 0.408
C -6.034 -4.473 1.450
C -6.941 -4.036 2.582
C -4.451 -2.049 1.674
H -5.026 -4.718 1.790
H -6.435 -5.381 0.997
H -6.581 -3.121 3.055
H -7.007 -4.815 3.344
H -7.944 -3.825 2.205
H -5.037 -1.307 2.217
H -3.488 -1.617 1.402
H -4.237 -2.894 2.325
O -4.427 1.033 -7.054
C -5.170 0.277 -6.483
O -5.477 0.483 -5.192
C -6.489 -0.241 -4.479
C -5.952 -1.547 -3.933
C -5.704 -0.952 -7.176
H -7.378 -0.379 -5.099
H -6.789 0.399 -3.649
H -5.626 -2.215 -4.733
H -6.714 -2.060 -3.344
H -5.083 -1.367 -3.299
H -4.958 -1.744 -7.116
H -5.884 -0.706 -8.222
H -6.650 -1.310 -6.775
*
```

Atom charges from the Mulliken analysis, given in e for atoms 1 to 99: C -0.942; C -0.150; C -0.903; C -1.109; C 0.166; O -0.339; C -0.284; C -1.149; N 0.376; C -1.144; C 0.670; C -0.515; O -0.554; O -0.536; B 1.694; O -0.605; C 0.451; C -1.001; C 0.399; C -0.340; C -0.833; C -0.246; C -0.453; N -0.259; O -1.095; C 0.600; C -1.399; C 0.849; C -0.630; N -0.461; H 0.316; H 0.346; H 0.024; H 0.154; H 0.379; H 0.331; H 0.459; H 0.348; H 0.285; H 0.282; H 0.286; H 0.287; H 0.391; H 0.166; H 0.274; H 0.411; H 0.008; H -0.078; H 0.071; H 0.302; H 0.326; H 0.370; H -0.429; H 0.443; H 0.088; H 0.205; H 0.127; H 0.531; H 0.377; H 0.231; H 0.431; H 0.098; H 0.572; H -0.347; H -0.286; H 0.361; H 0.287; H 0.123; H 0.210; O -0.585; C 0.849; O -0.214; C -0.330; C -1.059; C -1.226; H 0.354; H 0.287; H 0.292; H 0.397; H 0.288; H 0.242; H 0.345; H 0.384; O -0.588; C 0.652; O -0.377; C -0.391; C -0.886; C -0.585; H 0.377; H 0.296; H 0.228; H 0.339; H 0.294; H 0.051; H 0.310; H 0.261; O -0.507; C 0.751

=====

ORCA calculation (ωB97M-V with the def2-TZVPD basis set) on a 6-piece molecular cluster, C33H60N6O3 overall in a non-equilibrium geometry.

Calculated values
LUMO energy, eV: 0.3668
Energy above the lowest of the compared OMol25 structures with the same formula, charge and spin, kJ/mol: 0.0
HOMO energy, Eh: -0.326
SMILES: CCCCCCCC[C@]1(CNC)COC(=O)O1.CCCC#N.CCCC#N.CCCC#N.CCCC#N.CCCC#N
Orbital gap, eV: 9.245

```
! wB97M-V def2-TZVPD RIJCOSX def2/J DEFGRID3
* xyz 0 1
C 3.783 -1.464 1.355
C 2.500 -2.194 1.763
C 1.722 -2.657 0.518
C 0.213 -2.758 0.746
C -0.599 -2.438 -0.506
C -0.439 -0.981 -0.974
C -1.732 -0.173 -0.995
C -2.313 0.065 0.412
C -3.520 -0.791 0.870
C -4.085 -1.793 -0.130
N -4.664 -2.965 0.524
C -4.422 -4.206 -0.214
C -4.654 0.157 1.347
O -5.091 -0.411 2.588
C -4.016 -1.038 3.124
O -3.845 -1.278 4.315
O -3.159 -1.380 2.139
H 4.581 -1.617 2.077
H 4.133 -1.867 0.411
H 3.622 -0.405 1.233
H 2.725 -3.073 2.354
H 1.864 -1.537 2.343
H 2.091 -3.641 0.246
H 1.936 -2.004 -0.323
H -0.022 -3.778 1.045
H -0.122 -2.132 1.569
H -1.628 -2.723 -0.326
H -0.239 -3.090 -1.298
H -0.074 -0.989 -1.994
H 0.298 -0.484 -0.351
H -1.449 0.801 -1.388
H -2.448 -0.568 -1.703
H -1.515 -0.147 1.114
H -2.529 1.119 0.525
H -4.876 -1.280 -0.669
H -3.368 -2.104 -0.882
H -4.248 -3.095 1.435
H -3.383 -4.301 -0.530
H -4.606 -5.031 0.464
H -5.090 -4.294 -1.061
H -5.538 0.218 0.724
H -4.339 1.179 1.541
C -2.350 -2.252 6.981
C -2.730 -3.165 8.140
C -1.560 -4.021 8.642
C -1.049 -4.900 7.588
N -0.649 -5.586 6.759
H -2.035 -2.823 6.108
H -3.197 -1.645 6.678
H -1.534 -1.582 7.263
H -3.549 -3.818 7.835
H -3.096 -2.562 8.973
H -1.871 -4.643 9.481
H -0.742 -3.385 8.983
C 6.087 3.184 2.519
C 7.203 2.396 1.844
C 7.055 2.335 0.320
C 5.804 1.681 -0.063
N 4.827 1.158 -0.363
H 5.115 2.719 2.350
H 6.246 3.229 3.596
H 6.045 4.207 2.142
H 7.226 1.381 2.246
H 8.165 2.854 2.079
H 7.878 1.778 -0.126
H 7.062 3.338 -0.109
C -0.164 3.411 -3.169
C 0.262 3.290 -4.626
C -0.664 2.386 -5.452
C -0.673 1.025 -4.911
N -0.661 -0.029 -4.459
H -0.139 2.441 -2.668
H 0.507 4.077 -2.626
H -1.175 3.807 -3.091
H 1.281 2.901 -4.674
H 0.278 4.281 -5.083
H -0.323 2.346 -6.486
H -1.685 2.767 -5.445
C -5.134 5.502 -3.436
C -5.430 4.747 -2.145
C -4.210 3.994 -1.603
C -3.733 2.997 -2.561
N -3.358 2.220 -3.319
H -4.846 4.820 -4.237
H -6.016 6.047 -3.771
H -4.327 6.222 -3.293
H -6.245 4.041 -2.314
H -5.770 5.449 -1.382
H -4.457 3.483 -0.672
H -3.393 4.688 -1.396
C 4.539 -0.876 -3.148
C 4.697 -0.674 -4.649
C 6.163 -0.494 -5.059
C 6.758 0.672 -4.401
N 7.224 1.580 -3.875
H 4.887 -0.004 -2.596
H 3.492 -1.027 -2.887
H 5.102 -1.747 -2.805
H 4.122 0.199 -4.961
H 4.288 -1.533 -5.185
H 6.250 -0.360 -6.138
H 6.747 -1.374 -4.783
*
```

Atom charges from the Mulliken analysis, given in e for atoms 1 to 99: C -1.231; C -0.493; C -0.381; C -1.052; C 0.199; C -0.804; C -0.072; C -1.738; C 2.125; C -1.126; N -0.486; C -0.887; C -0.646; O -0.349; C 0.455; O -0.579; O -0.480; H 0.444; H 0.278; H 0.304; H 0.347; H 0.371; H 0.380; H 0.086; H 0.577; H 0.187; H -0.624; H 0.498; H 0.286; H 0.474; H -0.349; H 0.608; H 0.326; H 0.491; H 0.448; H 0.467; H 0.284; H 0.230; H 0.364; H 0.281; H 0.313; H 0.430; C -1.017; C -0.413; C -0.426; C 0.245; N -0.423; H 0.307; H 0.288; H 0.317; H 0.281; H 0.306; H 0.284; H 0.274; C -1.094; C -0.421; C -0.387; C 0.200; N -0.385; H 0.311; H 0.328; H 0.299; H 0.292; H 0.316; H 0.258; H 0.292; C -0.510; C -0.493; C -0.411; C 0.282; N -0.460; H -0.017; H 0.421; H -0.004; H 0.267; H 0.332; H 0.337; H 0.235; C -1.164; C -0.539; C -0.060; C 0.167; N -0.426; H 0.321; H 0.352; H 0.303; H 0.302; H 0.363; H 0.061; H 0.361; C -0.622; C -0.468; C -0.520; C 0.297; N -0.449; H 0.112; H 0.131; H 0.325; H 0.242

=====

ORCA calculation (ωB97M-V with the def2-TZVPD basis set) on C6H16N2O as an isolated structure in a non-equilibrium geometry.

Calculated values
LUMO energy, eV: 0.7786
Energy above the lowest of the compared OMol25 structures with the same formula, charge and spin, kJ/mol: 342.6
HOMO energy, Eh: -0.270
Orbital gap, eV: 8.119

```
! wB97M-V def2-TZVPD RIJCOSX def2/J DEFGRID3
* xyz 0 1
C -0.320 -1.148 -0.739
C 0.459 -0.019 -0.298
C -0.996 1.044 0.518
C 1.225 -2.038 -1.575
C -0.627 1.518 1.907
C -1.192 2.200 -0.442
N -0.912 -2.065 0.136
N 1.535 -0.244 0.600
O 2.389 -1.352 -1.912
H 2.720 -0.956 -1.091
H -0.949 -0.925 -1.595
H 0.786 0.612 -1.118
H -1.938 0.493 0.597
H -0.459 -2.179 1.032
H -1.912 -1.975 0.234
H 1.262 -0.745 1.437
H 1.998 0.621 0.850
H 0.819 -2.490 -2.478
H 1.402 -2.812 -0.820
H -0.611 0.688 2.617
H -1.565 1.853 -1.407
H -1.338 2.256 2.303
H 0.357 2.001 1.913
H -0.238 2.711 -0.612
H -1.896 2.950 -0.058
*
```

For each atom in turn, the Mulliken charge in e is: C -0.665; C -0.040; C 0.728; C -0.454; C -1.487; C -1.542; N -0.421; N -0.547; O -0.543; H 0.385; H 0.396; H 0.351; H 0.156; H 0.219; H 0.269; H 0.204; H 0.256; H 0.367; H 0.229; H 0.314; H 0.327; H 0.440; H 0.273; H 0.348; H 0.438

=====

Computed molecular weight (g mol⁻¹) in order:
776.8 588.9 132.2